10
Properties=species:S:1:pos:R:3:forces:R:3:lowdin_charge:R:1 method="wB97M-V/def2-TZVPD" e_lumo_ha=0.0269 energy_ha=-529.987586 de_lowest_kcal_mol=34.4 homo_lumo_gap_ev=10.325
C 1.412590 -0.076690 -2.468961 0.33 0.25 -0.82 -0.01
C 0.652573 -0.808315 -0.091971 4.38 0.04 1.66 -0.38
N 1.113537 -0.458601 -1.418167 -1.40 -0.13 0.84 -0.08
N -0.006768 0.173963 0.704005 -0.34 0.66 -0.48 -0.36
P -1.601934 0.659357 0.128188 0.01 -0.85 0.74 0.77
H -2.411824 0.376723 1.312768 0.56 0.17 -0.57 -0.11
H 0.018759 -1.633055 -0.011568 -0.72 -1.69 -1.04 0.08
H 1.732701 -1.154847 0.374648 -2.90 0.85 -0.44 0.17
H 0.592103 0.915710 1.023777 0.02 0.15 0.05 0.06
H -1.501738 2.005754 0.447282 0.05 0.55 0.05 -0.14

---

15
Properties=species:S:1:pos:R:3:forces:R:3:mulliken_spin:R:1 method="wB97M-V/def2-TZVPD" s2=2.01 e_lumo_ha="-0.1344 / -0.2477" energy_ha=-287.680483 de_lowest_kcal_mol=41.9 homo_lumo_gap_ev="7.133 / 8.363" total_charge=+1 multiplicity=3
C -2.088692 -0.002958 0.139407 -0.02 -4.30 1.07 0.11
C -1.304719 1.098020 0.031478 1.33 2.22 -0.08 0.51
C -1.319684 -1.239005 0.101669 -5.83 0.65 2.61 0.37
C -0.157775 -0.836150 -0.375587 8.51 3.57 -2.76 0.83
C 0.072493 0.689646 -0.397906 0.37 0.42 -1.25 -0.06
C 1.730991 0.689819 0.220436 -5.55 -1.77 -0.89 0.08
N 1.471622 -0.857069 0.054735 0.87 -0.52 1.51 0.07
H -3.157626 -0.027614 0.252775 -0.22 0.21 0.08 0.00
H -1.681296 2.103923 0.024167 0.05 0.25 0.27 0.02
H 0.182900 1.097035 -1.406407 0.22 -0.06 -0.15 0.06
H 1.786929 1.003870 1.249889 0.34 -0.19 0.18 0.00
H 2.415052 1.125771 -0.481502 0.32 -0.13 -0.15 0.00
H 2.078956 -1.257275 -0.666951 -0.35 -0.10 0.13 -0.01
H 1.640770 -1.359537 0.932142 0.25 -0.08 -0.19 0.00
H -1.669915 -2.228479 0.321652 -0.28 -0.15 -0.37 0.02

---

9
Properties=species:S:1:pos:R:3:forces:R:3:mulliken_spin:R:1 method="wB97M-V/def2-TZVPD" s2=2.01 e_lumo_ha="0.0172 / -0.0765" energy_ha=-992.346774 de_lowest_kcal_mol=20.5 homo_lumo_gap_ev="6.066 / 8.624" multiplicity=3
C 0.210463 0.192822 -1.648497 0.21 2.62 -0.57 0.85
O 1.156052 -0.130295 0.992703 1.22 1.30 1.21 0.05
O -0.929143 -1.364007 1.652094 -0.14 -0.01 0.26 0.11
P -0.366637 -0.018464 1.392340 -1.50 -0.46 4.45 0.58
Cl -1.131161 0.481249 -0.665061 -2.48 0.93 -3.40 0.20
H 0.535079 1.132043 -2.115855 0.44 -0.74 0.19 0.04
H 0.049590 -0.658831 -2.194198 0.28 -2.06 -1.45 0.03
H 1.021730 -0.644525 0.220671 1.01 -1.28 -1.61 -0.02
H -0.545972 1.010008 2.365804 0.95 -0.29 0.93 0.15

---

102
Properties=species:S:1:pos:R:3:forces:R:3:lowdin_charge:R:1 method="wB97M-V/def2-TZVPD" e_lumo_ha=-0.0822 energy_ha=-3292.728880 de_lowest_kcal_mol=0.0 homo_lumo_gap_ev=7.425 total_charge=+1
Bi 1.047755 1.637942 0.358000 0.07 -0.02 0.00 1.69
C -5.355192 0.283377 3.219224 0.00 -0.02 0.01 -0.05
C -5.509208 1.521143 2.349538 0.00 0.01 -0.01 -0.17
N -4.378772 1.684726 1.425332 -0.01 0.00 0.01 -0.01
C -3.361554 2.478071 1.790509 -0.01 0.00 0.01 0.05
C -2.197351 2.623233 1.091249 0.00 0.00 -0.01 -0.07
C -1.164170 3.533632 1.700176 -0.04 -0.03 0.02 -0.60
O -1.499272 4.328097 2.552740 0.01 0.02 -0.01 0.08
O 0.062385 3.414012 1.266770 0.02 0.01 -0.01 -0.30
C -2.034532 1.907258 -0.124652 0.04 0.00 -0.01 -0.33
O -0.984614 1.940623 -0.835242 -0.03 0.01 0.01 -0.21
C -3.145071 1.080046 -0.537321 -0.02 0.00 0.00 -0.06
C -3.066839 0.355537 -1.740442 -0.01 0.00 0.01 0.07
C -4.070542 -0.483024 -2.095380 0.01 0.00 0.00 -0.20
F -4.008584 -1.108279 -3.288509 -0.01 0.00 0.00 0.08
C -5.200215 -0.714973 -1.268924 0.02 -0.01 0.00 -0.16
C -5.304200 0.053630 -0.120020 -0.01 -0.01 0.00 0.05
C -4.292543 0.949577 0.252844 0.02 -0.01 -0.02 -0.11
N -6.143502 -1.656536 -1.633085 -0.01 0.02 0.00 -0.06
C -5.709995 -2.942020 -2.201371 -0.01 0.00 0.00 -0.12
C -6.223807 -4.099722 -1.338527 -0.02 -0.02 0.01 -0.15
N -6.163890 -3.685921 0.073759 0.03 -0.03 0.00 -0.08
C -7.192145 -2.661743 0.368818 0.02 0.01 0.01 -0.14
C -7.372402 -1.775710 -0.873430 0.00 -0.01 0.00 -0.14
H -6.225152 0.169485 3.865893 0.00 0.00 0.00 0.09
H -4.470000 0.368799 3.849676 0.00 0.01 0.00 0.09
H -5.245540 -0.619783 2.617090 0.00 0.00 0.00 0.05
H -5.544118 2.419270 2.962809 0.00 0.00 0.00 0.13
H -6.430678 1.506417 1.768997 0.00 0.00 0.00 0.12
H -3.482090 3.028754 2.714679 0.01 0.00 0.00 0.15
H -2.206337 0.482901 -2.381864 0.00 0.00 0.00 0.14
H -6.148352 -0.092523 0.531318 0.00 0.00 0.01 0.09
H -4.624698 -2.974348 -2.216806 0.00 0.00 0.00 0.11
H -6.060432 -3.055613 -3.229011 0.00 0.00 0.00 0.13
H -5.587974 -4.971870 -1.483273 0.00 0.00 0.00 0.13
H -7.242678 -4.387488 -1.612033 0.00 0.00 -0.01 0.12
H -4.811743 -3.180361 0.426523 -0.03 0.08 0.00 0.06
H -6.303475 -4.488638 0.678097 -0.01 -0.01 -0.01 0.14
H -6.852228 -2.087420 1.232420 0.00 0.00 0.00 0.10
H -8.146967 -3.125110 0.629110 0.00 0.00 0.00 0.13
H -7.749622 -0.792128 -0.601120 0.00 0.00 -0.01 0.13
H -8.120601 -2.214239 -1.535219 0.00 0.00 0.00 0.13
N 1.605555 3.857030 -0.979143 -0.03 0.00 0.05 -0.06
C 2.947633 4.088923 -1.533138 0.00 0.01 0.00 -0.25
C 3.998651 3.462107 -0.631355 0.02 -0.01 -0.01 -0.20
C 4.086914 4.119491 0.758471 0.00 0.01 0.00 -0.17
C 3.937326 3.142360 1.913737 0.00 0.00 0.00 -0.23
N 2.543402 2.683291 2.064671 -0.03 0.00 0.00 -0.08
H 0.872648 4.001541 -1.666016 0.01 -0.01 -0.01 0.09
H 1.385360 4.485998 -0.212187 0.02 0.02 -0.01 0.07
H 3.149472 5.156404 -1.668178 0.00 0.00 0.00 0.12
H 2.989386 3.632011 -2.521805 0.01 -0.01 0.00 0.09
H 4.967858 3.514120 -1.130596 0.00 0.02 0.00 0.12
H 3.784169 2.390356 -0.534711 -0.01 -0.01 0.00 0.08
H 3.332402 4.906699 0.868436 0.00 -0.01 0.00 0.11
H 5.045824 4.627384 0.867600 0.01 -0.01 0.00 0.12
H 4.276153 3.605885 2.843705 -0.01 0.00 0.00 0.12
H 4.561154 2.265001 1.740593 0.01 0.00 -0.01 0.08
H 1.929791 3.449323 2.340054 0.01 0.01 0.00 0.08
H 2.478401 1.992185 2.809223 0.00 0.00 0.00 0.05
Cl 0.091722 0.455666 2.432899 0.00 0.01 -0.02 0.00
N 1.789913 0.742933 -2.747610 0.00 0.33 0.26 0.10
C 3.040364 0.157237 -2.794087 0.00 -0.08 -0.09 -0.33
C 3.198256 -1.184236 -2.437022 0.02 0.00 0.00 -0.05
C 4.435565 -1.794861 -2.546484 -0.02 -0.01 0.02 -0.10
C 5.543813 -1.091548 -3.002232 0.01 0.03 -0.01 -0.12
C 5.393031 0.245654 -3.340505 0.01 -0.02 0.01 -0.09
C 4.158272 0.867780 -3.237776 -0.03 0.00 0.00 -0.05
H 1.001248 0.250300 -2.359598 0.03 -0.09 -0.07 0.02
H 1.683370 1.716338 -2.971149 -0.02 -0.13 -0.11 0.07
H 2.335966 -1.738616 -2.087964 -0.01 0.00 -0.01 0.09
H 4.531595 -2.842865 -2.285829 0.00 0.00 0.00 0.11
H 6.503171 -1.579565 -3.106051 0.00 0.00 0.00 0.10
H 6.241075 0.810867 -3.706721 0.00 0.00 0.00 0.11
H 4.050474 1.902937 -3.540937 0.00 0.01 -0.01 0.10
N -0.037074 -0.876627 -0.827238 -0.02 0.02 0.05 0.14
C -0.744026 -1.649647 -0.335277 -0.04 -0.06 -0.10 -0.33
N -1.432045 -2.620640 0.213789 0.05 0.02 0.11 0.15
C -2.670409 -2.641421 0.439046 0.02 -0.02 -0.13 -0.24
N -3.796935 -2.775721 0.732464 -0.01 -0.01 0.07 0.24
C 7.350434 -0.769611 0.028597 0.01 -0.02 0.00 -0.10
C 6.018724 -0.193668 0.491357 -0.03 0.00 -0.01 -0.30
C 5.233699 -1.213060 1.305301 0.04 -0.01 0.01 -0.34
S 3.722359 -0.468731 1.933432 -0.04 0.00 -0.04 0.93
O 2.946433 -0.046440 0.700499 0.01 0.00 0.00 -0.71
C 2.892129 -1.918940 2.642030 0.02 -0.03 0.03 -0.34
C 1.962156 -2.653923 1.688246 -0.02 0.04 -0.02 -0.30
C 2.647432 -3.403176 0.555973 0.02 -0.01 -0.02 -0.10
H 7.884322 -0.056716 -0.599026 0.00 0.00 0.00 0.08
H 7.196907 -1.676231 -0.558235 0.00 0.00 0.00 0.07
H 7.990433 -1.018995 0.876913 0.00 0.00 0.00 0.08
H 5.416596 0.104379 -0.370817 0.01 0.00 0.01 0.09
H 6.194269 0.701385 1.096810 0.00 0.00 0.00 0.10
H 5.787114 -1.536879 2.191769 0.01 0.00 -0.01 0.11
H 4.976948 -2.087394 0.706978 -0.01 0.02 0.00 0.09
H 2.324586 -1.520962 3.483158 0.00 0.00 0.00 0.07
H 3.689037 -2.557273 3.032590 -0.01 0.00 0.01 0.10
H 1.256712 -1.928155 1.284499 0.02 -0.02 0.01 0.03
H 1.377284 -3.345586 2.299113 0.01 -0.01 0.01 0.12
H 3.120521 -2.711768 -0.140834 -0.01 -0.01 0.01 0.03
H 1.918085 -3.985158 -0.008751 -0.01 0.00 0.01 0.08
H 3.405317 -4.096253 0.929979 -0.01 0.00 0.00 0.08

---

89
Properties=species:S:1:pos:R:3:forces:R:3:lowdin_charge:R:1 method="wB97M-V/def2-TZVPD" e_lumo_ha=-0.3706 energy_ha=-13262.944627 homo_lumo_gap_ev=2.264 total_charge=+2
N 5.569677 -1.256230 0.509709 -4.12 3.21 -3.20 0.09
C 4.672729 -0.511198 -0.232955 3.40 -2.89 1.34 -0.19
C 4.705655 -0.706355 -1.889700 0.89 1.51 0.71 -0.27
P 3.233377 -1.800547 -2.428662 1.82 1.11 -0.80 0.70
O 2.070745 -0.528560 -2.040326 2.36 0.69 2.38 -0.64
P 4.547063 -3.467238 -3.055075 3.18 -5.50 0.68 0.60
O 5.043724 -4.271870 -1.778989 -2.01 3.04 -4.38 -0.39
O 3.557336 -4.456828 -4.148298 1.86 4.04 0.93 -0.23
O 5.895094 -2.913858 -4.069132 -3.92 0.87 1.87 -0.20
H 6.155614 -1.867013 -0.101852 -0.60 0.53 0.31 0.05
H 3.951919 0.245979 0.304799 1.52 -1.59 -1.22 0.12
H 4.651772 0.333099 -2.462929 -0.08 -2.05 1.20 0.13
H 5.768826 -1.152087 -2.145329 -2.39 0.58 0.47 0.11
H 2.593549 -2.616703 -1.391530 0.18 0.12 -0.44 -0.04
H 2.659840 -1.863475 -3.759063 0.17 0.22 0.44 -0.01
H 2.423204 0.366200 -2.336294 0.07 -0.73 0.87 0.06
H 3.455088 -3.836253 -4.953470 0.13 -1.63 1.16 0.09
H 5.637440 -1.983506 -4.372321 0.71 -1.56 0.07 0.09
O -1.314189 3.785115 -2.237721 0.29 -1.77 0.55 -0.51
Si -2.840004 3.940253 -2.939991 -2.47 -1.54 -0.96 0.37
C -4.062985 4.608921 -1.672021 0.72 -0.22 -0.13 -0.14
C -3.442398 2.256902 -3.533925 0.55 0.58 0.41 -0.13
C -2.864817 5.103931 -4.413784 0.95 -0.06 0.45 -0.15
Si -0.652458 2.927842 -0.943242 -0.50 -0.66 0.68 0.39
C 1.187307 3.226125 -0.714760 -0.25 0.22 -0.65 -0.14
C -0.897336 1.079147 -1.210551 -0.04 0.17 -0.04 -0.14
C -1.510156 3.428384 0.657060 0.21 -0.27 -0.80 -0.13
H -4.221118 3.886016 -0.867588 0.00 0.24 -0.26 0.02
H -5.030312 4.814845 -2.141238 0.20 0.01 -0.02 0.06
H -3.686186 5.536597 -1.233832 -0.24 0.15 0.22 0.03
H -2.698340 1.797070 -4.190717 -0.14 -0.09 0.03 0.04
H -4.379893 2.354584 -4.087819 0.08 0.04 0.05 0.06
H -3.615978 1.587292 -2.687329 -0.02 -0.07 -0.20 0.02
H -2.198584 4.749712 -5.206287 -0.05 0.11 0.02 0.06
H -2.557102 6.112915 -4.122886 -0.14 0.22 -0.32 0.01
H -3.876870 5.163911 -4.824963 0.09 -0.05 0.24 0.06
H 1.750725 2.917132 -1.600102 0.05 0.16 -0.04 0.03
H 1.555786 2.647593 0.137506 -0.19 0.12 0.04 0.04
H 1.393703 4.282829 -0.519354 0.24 -0.09 0.07 0.03
H -1.959283 0.820124 -1.180779 0.17 -0.17 -0.26 0.05
H -0.386206 0.509333 -0.431601 0.10 0.05 0.17 0.03
H -0.495037 0.777698 -2.182620 -0.70 0.45 0.46 -0.06
H -2.559573 3.122651 0.647121 0.54 0.10 -0.03 0.02
H -1.465590 4.513104 0.792025 -0.10 -0.03 0.18 0.04
H -1.027739 2.955403 1.516847 0.03 0.09 -0.05 0.06
K -0.735266 5.931409 -2.074983 0.86 2.66 0.03 0.96
O 0.839323 1.737913 -4.312922 0.54 -1.80 1.02 -0.59
H 0.345962 2.209710 -3.666990 -0.90 1.40 0.74 -0.15
Ca 0.735989 -0.270883 -3.529465 -3.31 1.20 -5.82 1.24
C -6.350569 1.393504 4.671457 -0.22 0.08 -0.30 -0.06
C -5.183832 2.305252 5.005270 -0.46 -0.51 0.78 -0.21
O -4.662588 2.921337 3.817513 -0.27 1.65 -1.23 0.00
C -5.368388 3.993513 3.337542 -1.93 -0.80 2.89 -0.32
O -6.388818 4.432421 3.860335 2.63 -0.69 -1.81 0.16
C -4.684228 4.578913 2.102847 0.36 1.44 -1.76 -0.45
F -4.318711 3.622986 1.201336 -0.87 0.30 1.16 0.08
F -3.544526 5.258623 2.419109 -0.86 -0.64 0.11 0.14
F -5.473802 5.457643 1.421701 0.64 -1.12 1.08 0.15
H -6.059177 0.657175 3.915684 0.06 0.01 0.19 0.08
H -6.698263 0.866759 5.564585 0.10 0.09 -0.10 0.09
H -7.190680 1.958364 4.256095 0.11 -0.03 0.19 0.08
H -4.370607 1.712881 5.438804 0.05 0.27 -0.35 0.13
H -5.460396 3.063752 5.746599 0.01 0.00 -0.34 0.13
Cl 2.337353 0.222835 -6.261457 0.01 -1.10 1.21 -0.34
C -3.626921 -1.609779 -2.457970 -0.31 1.07 -2.07 -0.83
O -4.739076 -1.995884 -2.891480 0.54 0.79 -0.57 0.07
O -3.333242 -2.211733 -1.314049 0.51 -1.03 1.79 0.07
O -2.798781 -0.789967 -2.913702 0.19 -0.18 -0.14 -0.03
H -4.174068 -2.712576 -1.336212 0.11 -0.75 1.15 0.12
C 4.415552 -4.963868 1.891743 0.12 0.52 -0.08 -0.10
C 3.086957 -5.684649 2.030671 1.35 -0.87 -1.14 -0.21
O 2.314708 -5.127036 3.105250 -2.75 4.01 -0.59 -0.01
C 1.655978 -3.957734 2.827955 2.30 -4.17 1.22 -0.24
O 1.697086 -3.388557 1.740951 -0.33 0.08 0.31 -0.05
C 0.841376 -3.499323 4.036892 -1.78 1.03 3.65 -0.45
F 1.552129 -3.550244 5.199802 -0.36 -0.15 -2.02 0.17
F -0.266140 -4.270927 4.234321 1.47 0.51 -1.00 0.18
F 0.394738 -2.215878 3.923606 0.77 -1.24 -0.75 0.15
H 4.959216 -4.973115 2.841809 -0.11 -0.03 -0.69 -0.03
H 5.034385 -5.437009 1.124141 -0.21 0.02 0.04 0.10
H 4.271914 -3.913903 1.619125 0.05 -0.06 -0.15 0.06
H 3.266889 -6.735880 2.281129 -0.32 0.32 0.27 0.14
H 2.516996 -5.669597 1.094564 -0.12 0.09 0.23 0.12
C 5.881092 -6.575509 6.005104 0.36 -0.23 0.47 -1.56
Br 7.646084 -6.196333 5.280298 -0.57 -0.09 0.11 0.59
Br 4.471146 -5.762571 4.939480 0.29 -0.49 1.19 0.73
Br 5.594069 -8.483820 6.250518 0.04 0.62 -0.18 0.60
H 5.837448 -6.115260 6.997611 -0.03 -0.16 -0.47 -0.02
Mg 0.993668 -2.831945 0.119351 -0.34 0.30 -0.48 1.18

---

11
Properties=species:S:1:pos:R:3:forces:R:3:lowdin_charge:R:1 method="wB97M-V/def2-TZVPD" e_lumo_ha=0.0070 energy_ha=-248.081225 de_lowest_kcal_mol=121.6 homo_lumo_gap_ev=9.812
C 1.307197 -1.773605 0.398967 -0.78 0.97 -5.25 0.17
C 1.194191 -1.716027 -1.273001 -0.12 0.91 6.04 0.09
C 0.622559 -0.818616 -0.465625 -0.30 -0.59 1.00 -0.30
C -0.325341 0.367741 -0.242472 1.74 -1.52 2.31 -0.40
C -0.523153 0.724275 1.222207 -0.37 -1.18 -0.10 -0.04
N -0.722182 1.022851 -1.198763 -0.71 0.54 -2.99 0.16
H 1.473748 -2.162687 -2.165622 0.26 -0.55 -1.43 0.05
H 0.099710 0.105324 1.882251 -0.44 0.06 -0.18 0.07
H -0.207351 1.720975 1.321866 0.58 1.46 0.23 0.06
H -1.577207 0.734497 1.531212 0.25 -0.40 -0.14 0.09
H -1.342172 1.795272 -1.011021 -0.11 0.29 0.49 0.06